[1]
{"formula": "C4H5FN2S", "method": "ωB97M-V/def2-TZVPD", "e_homo_ha": -0.286, "orbital_gap_ev": 8.59, "e_above_lowest_ev": 0.580, "smiles": "Nc1cc(F)[nH]c1S", "symbols": ["N", "C", "C", "C", "F", "N", "C", "S", "H", "H", "H", "H", "H"], "coordinates": [[1.154, 1.699, 0.031], [0.205, 0.693, -0.097], [-1.243, 0.747, -0.030], [-1.696, -0.531, -0.050], [-2.935, -1.002, 0.033], [-0.680, -1.415, -0.195], [0.529, -0.669, -0.173], [2.195, -1.333, -0.056], [0.898, 2.612, -0.317], [2.009, 1.365, -0.385], [-1.856, 1.667, 0.193], [-0.805, -2.441, -0.198], [2.223, -1.394, 1.246]], "atomic_forces_ev_per_a": [[-0.2, 0.0, -0.1], [-1.0, -2.1, 0.1], [-0.1, 2.2, 0.7], [0.6, -0.5, -0.3], [-0.1, 0.1, -0.1], [0.3, -0.4, 0.4], [0.4, 0.5, -0.1], [-1.4, 0.2, -1.4], [-0.1, -0.2, 0.0], [0.4, 0.3, 0.1], [0.8, -1.3, -0.5], [0.4, 1.2, 0.0], [0.2, -0.1, 1.2]], "mulliken_charge": [-0.538, 1.103, -0.648, 0.127, -0.278, 0.006, -0.661, -0.261, 0.257, 0.229, 0.297, 0.235, 0.132]}

[2]
{"formula": "C4H6IN2", "method": "ωB97M-V/def2-TZVPD", "e_homo_ha": -0.486, "orbital_gap_ev": 9.91, "total_charge": 1, "e_above_lowest_ev": 1.308, "smiles": "NC(=[NH2+])[C@H]1C=C1I", "symbols": ["N", "C", "N", "C", "C", "C", "I", "H", "H", "H", "H", "H", "H"], "coordinates": [[-0.427, 0.880, -1.140], [-0.644, 0.474, 0.088], [-1.578, 0.968, 0.852], [0.345, -0.682, 0.612], [0.847, -1.724, -0.350], [1.716, -0.824, 0.017], [3.576, 0.032, 0.074], [0.316, 0.448, -1.671], [-0.953, 1.616, -1.590], [-1.732, 0.639, 1.793], [-2.182, 1.708, 0.515], [0.147, -0.916, 1.650], [0.569, -2.618, -0.850]], "atomic_forces_ev_per_a": [[-0.2, 0.3, -0.1], [2.2, -2.0, 0.2], [-0.3, 0.3, 0.0], [-1.4, 1.4, -0.6], [0.7, 1.3, 0.6], [-0.6, -0.2, -0.1], [-0.4, -0.3, -0.1], [0.0, 0.0, 0.1], [0.0, -0.1, 0.1], [0.1, -0.1, -0.1], [0.0, -0.1, 0.2], [0.0, 0.0, 0.2], [-0.1, -0.4, -0.3]], "mulliken_charge": [-0.330, 0.885, -0.380, -0.277, -0.057, -0.714, 0.297, 0.222, 0.222, 0.239, 0.219, 0.329, 0.344]}

[3]
{"formula": "C34H47CdN15O2P", "method": "ωB97M-V/def2-TZVPD", "e_homo_ha": -0.358, "orbital_gap_ev": 6.55, "total_charge": 1, "e_above_lowest_ev": 0.425, "symbols": ["Cd", "C", "C", "N", "C", "C", "N", "C", "C", "C", "C", "C", "N", "C", "C", "N", "C", "C", "N", "C", "C", "C", "N", "C", "C", "H", "H", "H", "H", "H", "H", "H", "H", "H", "H", "H", "H", "N", "N", "C", "N", "N", "N", "O", "O", "H", "H", "H", "H", "H", "N", "P", "N", "C", "C", "C", "C", "C", "N", "C", "C", "C", "C", "C", "N", "C", "C", "C", "C", "C", "H", "H", "H", "H", "H", "H", "H", "H", "H", "H", "H", "H", "H", "H", "H", "H", "H", "H", "H", "H", "H", "H", "H", "H", "H", "H", "H", "H", "H", "H"], "coordinates": [[0.903, -0.050, -0.249], [-1.624, 1.353, -3.832], [-0.790, 0.620, -2.998], [-0.381, 1.113, -1.835], [-0.783, 2.342, -1.499], [-1.623, 3.057, -2.347], [-2.046, 2.568, -3.505], [-0.280, 2.891, -0.209], [-0.070, 4.247, -0.015], [0.498, 4.665, 1.185], [0.826, 3.702, 2.131], [0.601, 2.361, 1.852], [0.031, 1.981, 0.710], [1.028, 1.273, 2.775], [1.986, 1.492, 3.761], [2.436, 0.522, 4.542], [1.928, -0.685, 4.339], [0.971, -0.916, 3.362], [0.517, 0.055, 2.579], [0.788, 6.094, 1.434], [-0.104, 7.089, 1.055], [0.227, 8.412, 1.309], [1.360, 8.788, 1.891], [2.211, 7.832, 2.245], [1.976, 6.480, 2.044], [-1.952, 0.945, -4.779], [-0.435, -0.367, -3.269], [-1.972, 4.045, -2.073], [-0.279, 4.961, -0.799], [1.247, 4.011, 3.076], [2.431, 2.468, 3.906], [2.289, -1.493, 4.964], [0.580, -1.914, 3.199], [-1.054, 6.848, 0.594], [-0.457, 9.206, 1.034], [3.134, 8.159, 2.710], [2.721, 5.750, 2.330], [-1.693, -0.885, 0.759], [-1.585, -2.272, 0.812], [-0.755, -2.932, -0.029], [-0.830, -4.257, -0.052], [0.077, -2.156, -0.727], [0.942, -2.716, -1.656], [0.997, -3.917, -1.851], [1.618, -1.888, -2.233], [-1.322, -0.459, 1.606], [-2.645, -0.610, 0.564], [-2.187, -2.805, 1.419], [-1.543, -4.741, 0.465], [-0.188, -4.760, -0.645], [2.747, 0.387, 0.572], [4.108, -0.071, -0.004], [4.309, 0.280, -1.631], [5.428, -0.213, -2.424], [6.148, 0.913, -3.155], [5.171, 1.697, -4.022], [4.016, 2.203, -3.168], [3.357, 1.058, -2.403], [5.430, 0.659, 0.733], [5.614, 0.262, 2.146], [6.375, 1.328, 2.916], [5.581, 2.634, 2.970], [4.893, 2.909, 1.620], [5.550, 2.105, 0.503], [4.451, -1.694, 0.254], [3.447, -2.556, 0.872], [3.665, -4.001, 0.449], [5.003, -4.530, 0.984], [6.004, -3.380, 1.146], [5.774, -2.306, 0.092], [5.055, -0.945, -3.157], [6.129, -0.736, -1.778], [6.957, 0.497, -3.759], [6.604, 1.578, -2.415], [4.782, 1.039, -4.808], [5.672, 2.526, -4.525], [3.262, 2.700, -3.784], [4.389, 2.948, -2.458], [2.848, 0.400, -3.125], [2.608, 1.458, -1.718], [6.159, -0.684, 2.186], [4.641, 0.098, 2.629], [7.343, 1.489, 2.436], [6.587, 0.964, 3.923], [6.246, 3.456, 3.243], [4.834, 2.565, 3.766], [4.930, 3.972, 1.371], [3.842, 2.611, 1.651], [6.605, 2.375, 0.403], [5.080, 2.334, -0.453], [2.455, -2.208, 0.580], [3.479, -2.478, 1.971], [3.650, -4.041, -0.643], [2.836, -4.621, 0.801], [5.399, -5.287, 0.305], [4.856, -5.023, 1.947], [7.030, -3.745, 1.081], [5.895, -2.927, 2.135], [5.880, -2.754, -0.905], [6.533, -1.526, 0.173]], "atomic_forces_ev_per_a": [[0.2, 0.1, 0.2], [0.0, -0.1, 0.0], [0.0, 0.0, 0.0], [-0.1, 0.1, -0.1], [0.0, 0.1, 0.0], [0.0, 0.0, 0.0], [0.0, 0.0, 0.0], [0.0, 0.0, 0.0], [0.0, -0.1, 0.0], [0.0, 0.0, 0.0], [0.0, 0.0, 0.0], [0.0, 0.0, 0.0], [0.1, 0.0, 0.0], [0.0, 0.0, -0.1], [0.0, 0.0, -0.1], [0.0, 0.0, 0.0], [0.0, -0.1, 0.0], [0.1, 0.0, -0.1], [0.0, 0.1, 0.3], [0.0, 0.0, 0.0], [0.0, 0.0, 0.0], [-0.1, 0.0, 0.0], [0.0, 0.0, 0.0], [0.1, 0.0, 0.0], [0.0, 0.0, 0.0], [0.0, 0.0, 0.0], [0.0, 0.0, 0.0], [0.0, 0.0, 0.0], [0.0, 0.0, 0.0], [0.0, 0.0, 0.0], [0.0, 0.0, 0.0], [0.0, 0.0, 0.0], [0.0, 0.0, 0.0], [0.0, 0.0, 0.0], [0.0, 0.0, 0.0], [0.0, 0.0, 0.0], [0.0, 0.0, 0.0], [0.1, 0.0, 0.0], [0.0, 0.0, -0.1], [0.0, 0.1, 0.1], [0.0, 0.0, 0.0], [0.1, -0.3, -0.2], [-0.2, 0.2, 0.2], [0.0, 0.0, 0.0], [0.0, -0.1, -0.1], [0.0, 0.0, 0.0], [0.0, 0.0, 0.0], [0.0, 0.0, 0.0], [0.0, 0.0, 0.0], [0.0, 0.0, 0.0], [-0.2, -0.1, -0.1], [-0.3, 0.0, -0.1], [0.2, 0.1, 0.1], [0.0, -0.1, 0.0], [0.0, 0.0, 0.0], [0.0, 0.0, 0.0], [0.0, 0.0, 0.0], [-0.1, 0.0, 0.0], [0.0, 0.0, 0.0], [0.0, -0.1, 0.0], [0.0, -0.1, 0.0], [0.0, 0.1, 0.0], [0.0, 0.1, 0.0], [0.0, 0.1, -0.1], [0.0, 0.0, 0.0], [-0.1, 0.1, 0.0], [-0.1, 0.0, 0.0], [0.0, 0.0, 0.0], [0.0, 0.0, 0.0], [0.1, 0.0, 0.0], [0.0, 0.0, 0.0], [0.0, 0.1, 0.0], [0.0, 0.0, 0.0], [0.0, 0.0, 0.0], [0.0, 0.0, 0.0], [0.0, 0.0, 0.0], [0.0, 0.0, 0.0], [0.0, 0.0, 0.0], [0.0, 0.0, 0.0], [0.0, 0.0, 0.0], [0.0, 0.0, 0.0], [0.0, 0.0, 0.0], [0.0, 0.0, 0.0], [0.0, 0.0, 0.0], [0.0, 0.0, 0.0], [0.0, 0.0, 0.0], [0.0, 0.0, 0.0], [0.0, 0.0, 0.0], [0.0, 0.0, 0.0], [0.0, 0.0, 0.0], [0.0, 0.0, 0.0], [0.0, 0.0, 0.0], [0.0, 0.0, 0.0], [0.0, 0.0, 0.0], [0.0, 0.0, 0.0], [0.0, 0.0, 0.0], [0.0, 0.0, 0.0], [0.0, 0.0, 0.0], [0.0, 0.0, 0.0], [0.0, 0.0, 0.0]], "mulliken_charge": [4.197, -0.453, -0.605, -0.061, -0.072, -0.470, -0.578, 0.166, -0.897, 0.427, -0.221, 0.081, -0.591, -0.252, -0.004, -0.642, -0.547, -0.312, -0.413, 0.234, -0.579, -0.388, -0.590, -0.445, -0.447, 0.403, 0.393, 0.504, 0.687, 1.037, 0.344, 0.452, 0.382, 0.479, 0.372, 0.382, 0.411, -0.354, -0.319, 0.352, -0.359, -0.569, 1.080, -0.796, -0.569, 0.204, 0.251, 0.155, 0.168, 0.217, 1.147, -2.728, 0.818, -0.506, -0.647, -0.875, -0.709, -0.144, 0.009, 0.276, -1.253, -0.818, 0.650, -0.283, 1.249, 0.856, -0.937, -0.754, -0.986, -1.049, 0.371, 0.230, 0.415, 0.200, 0.300, 0.444, 0.412, 0.294, 0.245, -0.632, -0.074, -0.048, 0.333, 0.493, 0.359, 0.276, 0.610, -0.661, 0.412, -0.530, -0.883, -0.031, 0.303, 0.388, 0.318, 0.364, 0.532, 0.189, 0.330, 0.876]}